{"formula": "C30H32ClN3SSi2V", "method": "wB97M-V/def2-TZVPD", "max_force_ha_per_bohr": 0.166, "homo_lumo_gap_ha": 0.1883, "energy_ev": -100870.71361, "total_charge": 3, "spin_multiplicity": 1, "e_lumo_ev": -11.16, "species": ["C", "C", "C", "H", "C", "C", "H", "H", "H", "H", "V", "Si", "C", "C", "H", "C", "H", "C", "H", "C", "H", "C", "H", "C", "C", "H", "C", "H", "C", "H", "C", "H", "C", "H", "H", "Si", "C", "C", "H", "C", "H", "C", "H", "C", "H", "C", "H", "C", "C", "H", "C", "H", "C", "H", "C", "H", "C", "H", "H", "Cl", "N", "N", "C", "N", "S", "H", "H", "H", "H", "H"], "coordinates": [[-1.697, -0.525, 0.733], [-2.072, -0.082, -0.567], [-1.485, -0.967, -1.516], [-2.714, 0.753, -0.808], [-0.728, -1.953, -0.803], [-0.854, -1.670, 0.592], [-0.513, -2.305, 1.397], [-2.058, -0.131, 1.672], [-1.674, -0.975, -2.577], [-0.242, -2.807, -1.248], [-0.036, -0.080, -0.406], [-0.726, -0.123, -7.383], [-0.099, 1.420, -8.380], [1.218, 1.579, -8.882], [1.883, 0.714, -8.957], [1.701, 2.842, -9.267], [2.742, 2.959, -9.583], [0.846, 3.950, -9.229], [1.232, 4.949, -9.433], [-0.508, 3.766, -8.934], [-1.191, 4.616, -8.986], [-0.971, 2.505, -8.561], [-2.033, 2.347, -8.383], [0.013, -1.567, -8.346], [-0.370, -1.729, -9.693], [-1.174, -1.107, -10.094], [0.302, -2.633, -10.521], [-0.005, -2.744, -11.561], [1.391, -3.351, -10.020], [1.964, -3.993, -10.678], [1.760, -3.238, -8.676], [2.621, -3.780, -8.286], [1.029, -2.398, -7.825], [1.274, -2.327, -6.759], [-2.212, -0.111, -7.328], [1.948, 0.537, -5.124], [0.870, -1.009, -4.645], [-0.514, -1.283, -4.835], [-1.241, -0.499, -5.088], [-1.080, -2.517, -4.444], [-2.160, -2.711, -4.580], [-0.293, -3.458, -3.756], [-0.753, -4.360, -3.351], [1.067, -3.196, -3.519], [1.670, -3.909, -2.939], [1.620, -1.985, -3.953], [2.641, -1.749, -3.699], [0.788, 1.982, -4.826], [-0.255, 1.784, -3.904], [-0.289, 0.849, -3.344], [-1.248, 2.727, -3.655], [-2.107, 2.478, -3.026], [-1.106, 4.004, -4.221], [-1.819, 4.783, -3.959], [-0.028, 4.274, -5.092], [0.080, 5.286, -5.510], [0.879, 3.264, -5.422], [1.646, 3.449, -6.169], [3.163, 0.659, -4.339], [1.791, 0.787, -1.821], [1.750, -0.963, 0.658], [1.890, -0.684, 2.078], [1.487, 0.538, 2.511], [2.012, 0.936, 3.687], [0.332, 1.417, 1.623], [2.626, -0.692, 0.182], [1.707, -1.988, 0.600], [2.763, -1.049, 2.494], [1.818, 1.857, 4.053], [2.840, 0.473, 4.085]]}

***

{"formula": "C30H32F14N2O3S2", "method": "wB97M-V/def2-TZVPD", "max_force_ha_per_bohr": 0.012, "homo_lumo_gap_ha": 0.3064, "e_above_lowest_kcal_mol": 0.0, "energy_ev": -100466.59630, "spin_multiplicity": 1, "e_lumo_ev": -0.67, "species": ["O", "C", "C", "C", "C", "S", "C", "F", "C", "N", "S", "N", "C", "C", "C", "C", "C", "F", "F", "C", "F", "F", "C", "F", "F", "C", "F", "F", "C", "F", "F", "C", "F", "F", "F", "C", "C", "C", "C", "C", "C", "H", "H", "H", "H", "H", "H", "H", "H", "H", "H", "H", "H", "C", "C", "O", "C", "C", "H", "H", "H", "H", "H", "H", "H", "H", "H", "H", "C", "C", "O", "C", "C", "H", "H", "H", "H", "H", "H", "H", "H", "H", "H"], "coordinates": [[1.907, -0.688, 2.090], [1.954, -1.728, 1.475], [2.660, -1.837, 0.133], [2.466, -0.621, -0.722], [3.364, 0.507, -0.521], [4.773, 0.398, 0.557], [3.197, 1.655, -1.208], [3.993, 2.695, -1.041], [2.152, 1.778, -2.153], [1.841, 2.833, -2.901], [0.559, 2.399, -3.760], [0.358, 0.897, -3.262], [1.307, 0.660, -2.352], [1.457, -0.554, -1.627], [0.447, -1.635, -1.891], [-0.927, -1.209, -1.343], [-1.933, -2.315, -1.465], [-2.106, -2.618, -2.775], [-1.486, -3.444, -0.851], [-3.368, -2.085, -0.872], [-4.177, -2.984, -1.454], [-3.352, -2.361, 0.443], [-4.054, -0.698, -1.122], [-3.714, -0.341, -2.377], [-5.374, -0.891, -1.108], [-3.775, 0.577, -0.209], [-2.754, 1.248, -0.760], [-4.874, 1.346, -0.294], [-3.451, 0.512, 1.318], [-2.282, -0.107, 1.513], [-3.285, 1.790, 1.685], [-4.564, -0.098, 2.258], [-5.200, 0.876, 2.885], [-4.011, -0.899, 3.157], [-5.459, -0.788, 1.561], [1.316, -2.977, 1.986], [2.026, -3.898, 2.739], [1.400, -5.048, 3.179], [0.073, -5.289, 2.870], [-0.638, -4.369, 2.120], [-0.015, -3.215, 1.681], [3.719, -1.912, 0.381], [2.376, -2.760, -0.359], [4.165, 0.805, 1.673], [0.756, -2.547, -1.390], [0.377, -1.815, -2.959], [-1.273, -0.377, -1.940], [-0.794, -0.911, -0.312], [3.060, -3.704, 2.984], [1.942, -5.769, 3.771], [-0.412, -6.191, 3.207], [-1.674, -4.532, 1.869], [-0.578, -2.497, 1.104], [-4.657, 2.830, -4.987], [-3.779, 4.067, -4.896], [-2.432, 3.844, -5.273], [-2.226, 3.422, -6.609], [-2.694, 4.422, -7.652], [-4.203, 2.000, -4.442], [-5.636, 3.037, -4.555], [-4.812, 2.511, -6.019], [-3.728, 4.405, -3.861], [-4.211, 4.889, -5.479], [-2.691, 2.444, -6.780], [-1.148, 3.279, -6.695], [-3.780, 4.524, -7.664], [-2.383, 4.096, -8.645], [-2.264, 5.405, -7.456], [6.065, -0.623, 6.332], [6.130, 0.741, 5.665], [5.273, 0.876, 4.548], [3.888, 0.722, 4.812], [3.328, 1.748, 5.783], [6.213, -1.413, 5.595], [6.843, -0.703, 7.092], [5.106, -0.794, 6.822], [7.133, 0.910, 5.272], [5.938, 1.534, 6.397], [3.673, -0.294, 5.161], [3.398, 0.828, 3.844], [3.719, 1.615, 6.793], [2.243, 1.656, 5.834], [3.578, 2.758, 5.455]]}

***

{"formula": "C30H32N2O6STeV", "method": "wB97M-V/def2-TZVPD", "max_force_ha_per_bohr": 0.014, "homo_lumo_gap_ha": [0.2610, 0.2631], "e_above_lowest_kcal_mol": 33.8, "energy_ev": -90713.57357, "total_charge": -1, "spin_multiplicity": 3, "e_lumo_ev": [2.34, 2.14], "species": ["V", "O", "C", "C", "N", "C", "C", "O", "O", "C", "C", "O", "O", "H", "H", "H", "H", "H", "H", "H", "H", "H", "C", "C", "C", "C", "C", "C", "Te", "N", "C", "O", "C", "C", "C", "C", "C", "C", "C", "C", "C", "C", "C", "C", "C", "C", "C", "C", "H", "H", "H", "H", "H", "H", "H", "H", "H", "H", "H", "H", "H", "H", "H", "H", "H", "H", "H", "H", "H", "H", "H", "S", "C"], "coordinates": [[-0.173, -0.225, 0.019], [1.392, 3.226, -0.797], [2.467, 2.447, -1.238], [2.889, 1.347, -0.271], [2.174, 0.051, -0.375], [2.422, -0.568, -1.687], [1.317, -1.544, -2.088], [1.571, -2.470, -2.833], [0.137, -1.250, -1.630], [2.691, -0.835, 0.691], [1.850, -0.721, 1.964], [2.360, -0.631, 3.059], [0.571, -0.789, 1.717], [0.606, 2.651, -0.713], [3.318, 3.125, -1.339], [2.270, 2.039, -2.237], [2.764, 1.722, 0.748], [3.961, 1.144, -0.421], [3.388, -1.080, -1.715], [2.430, 0.198, -2.461], [3.744, -0.631, 0.901], [2.599, -1.873, 0.360], [-8.089, -0.530, -5.216], [-6.910, -0.312, -4.305], [-6.392, 0.958, -4.090], [-5.298, 1.177, -3.260], [-4.809, 2.597, -3.103], [-4.685, 0.082, -2.617], [-3.037, 0.663, -1.282], [-0.945, 1.483, -0.015], [-1.397, 2.652, 0.439], [-2.100, 3.435, -0.232], [-1.060, 3.069, 1.859], [-0.190, 2.346, 2.665], [0.095, 2.764, 3.957], [-0.497, 3.914, 4.459], [-1.371, 4.642, 3.661], [-1.647, 4.223, 2.368], [-1.713, 0.923, -2.924], [-1.159, 2.198, -3.020], [-0.261, 2.492, -4.033], [0.087, 1.505, -4.947], [-0.468, 0.241, -4.841], [-1.378, -0.081, -3.833], [-1.903, -1.485, -3.752], [-5.202, -1.200, -2.824], [-4.621, -2.433, -2.190], [-6.302, -1.376, -3.662], [-8.507, 0.420, -5.551], [-8.878, -1.090, -4.711], [-7.798, -1.100, -6.101], [-6.854, 1.808, -4.581], [-5.483, 3.285, -3.612], [-3.813, 2.721, -3.532], [-4.740, 2.898, -2.056], [0.255, 1.438, 2.290], [0.772, 2.178, 4.566], [-0.281, 4.241, 5.469], [-1.837, 5.540, 4.049], [-2.316, 4.780, 1.726], [-1.429, 2.949, -2.285], [0.173, 3.482, -4.094], [0.799, 1.717, -5.735], [-0.170, -0.537, -5.535], [-1.197, -2.173, -4.215], [-2.869, -1.573, -4.255], [-2.021, -1.791, -2.715], [-3.721, -2.214, -1.629], [-4.375, -3.176, -2.953], [-5.336, -2.888, -1.502], [-6.686, -2.381, -3.814], [-3.027, -1.929, 1.019], [-2.106, -0.966, 0.170]]}

***

{"formula": "C30H32N4NiP2Si", "method": "wB97M-V/def2-TZVPD", "max_force_ha_per_bohr": 0.035, "homo_lumo_gap_ha": [0.2901, 0.2907], "e_above_lowest_kcal_mol": 20.8, "energy_ev": -105088.19858, "spin_multiplicity": 1, "e_lumo_ev": [-0.26, -0.24], "species": ["Ni", "N", "P", "C", "C", "C", "C", "C", "C", "C", "C", "C", "C", "C", "C", "P", "C", "C", "C", "C", "C", "C", "C", "C", "C", "C", "C", "C", "H", "H", "H", "H", "H", "H", "H", "H", "H", "H", "H", "H", "H", "H", "H", "H", "H", "H", "H", "H", "H", "N", "C", "N", "C", "N", "C", "Si", "C", "C", "C", "H", "H", "H", "H", "H", "H", "H", "H", "H", "H", "H"], "coordinates": [[-1.204, -0.397, -1.136], [0.911, 1.627, -0.560], [0.788, -0.072, -0.324], [1.041, -0.281, 1.448], [0.112, -0.997, 2.191], [0.282, -1.136, 3.562], [1.377, -0.558, 4.182], [2.307, 0.162, 3.439], [2.141, 0.302, 2.075], [2.306, -0.718, -1.076], [2.876, -0.118, -2.195], [4.026, -0.643, -2.763], [4.618, -1.772, -2.218], [4.055, -2.376, -1.102], [2.906, -1.852, -0.535], [-0.781, 2.077, -0.755], [-0.614, 3.825, -1.214], [-1.755, 4.463, -1.697], [-1.710, 5.805, -2.035], [-0.522, 6.512, -1.911], [0.618, 5.877, -1.442], [0.575, 4.536, -1.090], [-1.278, 2.126, 0.989], [-2.466, 1.491, 1.331], [-2.868, 1.437, 2.660], [-2.071, 2.001, 3.642], [-0.881, 2.637, 3.302], [-0.489, 2.708, 1.978], [1.445, 1.861, -1.391], [-0.745, -1.434, 1.695], [-0.444, -1.689, 4.142], [1.509, -0.663, 5.251], [3.159, 0.615, 3.929], [2.855, 0.871, 1.493], [2.423, 0.752, -2.656], [4.458, -0.169, -3.634], [5.516, -2.181, -2.661], [4.512, -3.257, -0.671], [2.481, -2.315, 0.344], [-2.679, 3.907, -1.809], [-2.600, 6.296, -2.404], [-0.485, 7.558, -2.182], [1.544, 6.428, -1.343], [1.463, 4.052, -0.703], [-3.079, 1.038, 0.558], [-3.799, 0.950, 2.920], [-2.375, 1.949, 4.679], [-0.261, 3.075, 4.073], [0.443, 3.191, 1.708], [-2.954, -0.363, -1.948], [-4.110, -0.525, -1.843], [-5.361, -0.757, -1.786], [-6.153, 0.136, -1.214], [-6.897, 0.871, -0.719], [0.710, -4.252, 0.858], [-0.224, -3.977, -0.752], [0.913, -4.071, -2.241], [-1.512, -5.338, -0.889], [-1.189, -2.389, -0.791], [1.111, -5.267, 0.899], [0.038, -4.132, 1.711], [1.542, -3.563, 1.001], [1.413, -5.041, -2.287], [1.679, -3.300, -2.229], [0.336, -3.953, -3.160], [-1.034, -6.320, -0.917], [-2.109, -5.227, -1.796], [-2.195, -5.321, -0.038], [-2.056, -2.340, -0.122], [-1.586, -2.366, -1.823]]}

***

{"formula": "C30H32N4O5", "method": "wB97M-V/def2-TZVPD", "max_force_ha_per_bohr": 0.016, "homo_lumo_gap_ha": 0.3229, "e_above_lowest_kcal_mol": 45.7, "energy_ev": -47829.27031, "spin_multiplicity": 1, "e_lumo_ev": 0.49, "species": ["C", "O", "C", "C", "C", "N", "C", "O", "N", "C", "C", "C", "C", "C", "C", "O", "N", "C", "C", "C", "N", "C", "C", "C", "C", "C", "C", "C", "C", "C", "C", "C", "C", "O", "C", "C", "C", "O", "C", "H", "H", "H", "H", "H", "H", "H", "H", "H", "H", "H", "H", "H", "H", "H", "H", "H", "H", "H", "H", "H", "H", "H", "H", "H", "H", "H", "H", "H", "H", "H", "H"], "coordinates": [[-1.346, 0.110, -9.494], [-1.128, -1.125, -8.844], [-0.528, -1.211, -7.636], [-0.409, -2.514, -7.165], [0.183, -2.796, -5.943], [0.308, -4.082, -5.473], [0.889, -4.422, -4.279], [0.976, -5.577, -3.928], [1.364, -3.365, -3.526], [1.968, -3.672, -2.236], [1.105, -3.208, -1.094], [1.667, -2.562, -0.003], [0.879, -2.142, 1.052], [-0.496, -2.356, 1.030], [-1.406, -1.950, 2.143], [-2.434, -2.551, 2.392], [-1.010, -0.859, 2.837], [-1.741, -0.352, 3.977], [-1.051, -0.724, 5.295], [0.240, 0.066, 5.487], [-0.044, 1.487, 5.464], [1.099, 2.296, 5.844], [0.690, 3.717, 6.126], [1.440, 4.788, 5.664], [1.058, 6.088, 5.951], [-0.082, 6.328, 6.697], [-0.839, 5.263, 7.158], [-0.453, 3.966, 6.877], [-0.575, 1.880, 4.174], [-1.898, 1.168, 3.904], [-1.055, -3.021, -0.056], [-0.266, -3.440, -1.108], [1.300, -2.019, -3.875], [1.754, -1.169, -3.137], [0.671, -1.748, -5.164], [0.554, -0.437, -5.628], [-0.032, -0.143, -6.844], [-0.157, 1.132, -7.325], [0.334, 2.195, -6.543], [-1.842, -0.150, -10.429], [-1.993, 0.765, -8.908], [-0.408, 0.624, -9.709], [-0.794, -3.306, -7.787], [-0.038, -4.851, -6.029], [2.944, -3.182, -2.189], [2.095, -4.758, -2.200], [2.733, -2.385, 0.021], [1.352, -1.671, 1.903], [-0.170, -0.375, 2.568], [-2.722, -0.839, 3.932], [-1.728, -0.493, 6.118], [-0.839, -1.793, 5.309], [0.977, -0.216, 4.710], [0.674, -0.183, 6.459], [1.519, 1.866, 6.761], [1.893, 2.279, 5.073], [2.329, 4.607, 5.077], [1.651, 6.915, 5.587], [-0.381, 7.342, 6.919], [-1.730, 5.446, 7.740], [-1.037, 3.128, 7.227], [0.148, 1.667, 3.361], [-0.741, 2.960, 4.188], [-2.618, 1.477, 4.661], [-2.280, 1.458, 2.924], [-2.119, -3.205, -0.053], [-0.713, -3.961, -1.942], [0.946, 0.336, -4.988], [1.413, 2.108, -6.379], [-0.178, 2.254, -5.578], [0.127, 3.095, -7.119]]}

***

{"formula": "C30H32N5O6STi", "method": "wB97M-V/def2-TZVPD", "max_force_ha_per_bohr": 0.052, "homo_lumo_gap_ha": [0.2809, 0.2820], "e_above_lowest_kcal_mol": 19.9, "energy_ev": -85316.07428, "spin_multiplicity": 2, "e_lumo_ev": [-0.04, -0.08], "species": ["Ti", "C", "O", "C", "C", "C", "C", "C", "C", "N", "N", "C", "O", "C", "C", "C", "C", "C", "C", "C", "O", "H", "H", "H", "H", "H", "H", "H", "H", "H", "H", "H", "H", "O", "N", "C", "C", "C", "C", "C", "S", "H", "H", "H", "H", "N", "C", "O", "C", "C", "C", "N", "C", "C", "H", "H", "H", "H", "H", "H", "C", "C", "O", "C", "C", "H", "H", "H", "H", "H", "H", "H", "H", "H", "H"], "coordinates": [[0.440, -0.273, -0.356], [4.521, -0.765, -1.626], [4.685, -2.171, -1.255], [3.842, -2.689, -0.307], [4.469, -3.634, 0.513], [3.790, -4.236, 1.585], [2.435, -4.009, 1.641], [1.771, -3.055, 0.812], [0.355, -3.103, 0.831], [-0.367, -2.220, 0.284], [-1.746, -2.284, 0.476], [-2.208, -1.302, -0.255], [-1.461, -0.482, -0.944], [-3.662, -1.021, -0.278], [-4.199, -0.327, -1.372], [-5.566, -0.140, -1.412], [-6.378, -0.503, -0.334], [-5.826, -1.070, 0.795], [-4.465, -1.360, 0.816], [2.453, -2.379, -0.202], [1.863, -1.509, -0.976], [5.330, -0.622, -2.302], [4.619, -0.217, -0.705], [3.514, -0.597, -2.083], [5.516, -3.735, 0.328], [4.361, -4.966, 2.151], [1.869, -4.476, 2.375], [-0.132, -3.899, 1.476], [-3.561, -0.014, -2.221], [-6.052, 0.217, -2.348], [-7.457, -0.363, -0.358], [-6.497, -1.434, 1.592], [-3.943, -1.922, 1.595], [1.710, -0.110, 1.386], [2.879, 0.530, 1.290], [3.904, 0.099, 2.031], [5.024, 0.855, 2.146], [5.124, 2.072, 1.468], [4.102, 2.418, 0.610], [2.960, 1.627, 0.508], [1.658, 1.999, -0.516], [3.752, -0.861, 2.481], [5.840, 0.445, 2.696], [6.031, 2.644, 1.450], [4.155, 3.354, 0.045], [-3.891, 2.566, 5.152], [-4.005, 2.730, 3.842], [-4.993, 3.202, 3.286], [-2.925, 2.214, 2.954], [-1.745, 1.495, 3.354], [-0.841, 1.036, 2.435], [-1.017, 1.196, 1.108], [-2.079, 1.855, 0.684], [-3.021, 2.434, 1.583], [-4.669, 2.652, 5.754], [-3.069, 2.302, 5.679], [-1.583, 1.353, 4.399], [0.009, 0.511, 2.704], [-2.194, 1.988, -0.373], [-3.867, 3.021, 1.118], [0.346, -1.372, -4.340], [0.777, 0.077, -4.253], [-0.103, 0.810, -3.382], [-0.010, 2.227, -3.780], [-0.891, 3.007, -2.859], [0.897, -1.947, -5.087], [-0.717, -1.383, -4.662], [0.411, -1.909, -3.411], [0.695, 0.588, -5.212], [1.784, 0.166, -3.926], [-0.319, 2.422, -4.871], [1.034, 2.532, -3.647], [-1.899, 2.592, -2.680], [-1.067, 4.017, -3.221], [-0.503, 3.109, -1.876]]}